A cluster of 2 separate species, C3H8N2S2 in total at a distorted geometry. Source: OMol25; level of theory: ωB97M-V with the def2-TZVPD basis set.

E_HOMO (alpha / beta): -7.672 / -7.642 eV
calculated total energy: -27886.1547 eV
energy above the lowest of the compared OMol25 structures with the same formula, charge and spin: 127.80 kcal/mol
2S+1: 1

Each line ends with the Löwdin charge.
Geometry (Å):
C (0.7155, -1.2144, -2.0165)  -1.05
C (0.7927, 1.3956, 0.9781)  -0.06
C (-1.2475, 0.1160, 1.1025)  -0.14
N (-0.5144, 1.2093, -0.8862)  0.07
N (-0.2092, 0.6090, 0.2266)  -0.56
S (0.9062, -1.4319, -0.3973)  0.63
S (1.3569, -2.3982, -3.0524)  0.62
H (1.3778, 1.8621, 0.1885)  0.09
H (0.1313, 2.0242, 1.5736)  0.09
H (1.3230, 0.5746, 1.5254)  0.08
H (-1.0394, -0.4446, 2.0878)  0.12
H (-1.9826, 0.8830, 1.5333)  0.11
H (-1.7887, -0.6359, 0.5602)  0.06
H (-1.4276, 0.8702, -1.2609)  0.07
H (1.6060, -3.4189, -2.1627)  -0.13

Atomic forces in eV per Å
C 0.428 -0.110 1.519
C -0.238 -2.250 -0.405
C -2.261 -1.118 2.333
N -0.924 -0.296 -0.508
N -0.203 1.324 -0.045
S -0.130 -0.229 -0.748
S -0.414 -0.251 0.182
H 0.220 0.326 0.608
H 0.896 0.510 0.333
H 0.029 1.395 0.069
H 1.130 0.833 -1.667
H 1.100 -0.360 -1.294
H -0.597 -0.116 -0.446
H 0.778 -0.039 0.513
H 0.187 0.381 -0.444